{
  "formula": "C25H33NOP2ReSi",
  "method": "wB97M-V/def2-TZVPD",
  "spin_multiplicity": 4,
  "charge": 2,
  "gap_ha": [0.2544, 0.1942],
  "mol_weight_da": 639.79,
  "e_lumo_ev": [-7.37, -9.31],
  "e_homo_ev": [-14.30, -14.59],
  "elements": ["C", "C", "C", "C", "C", "C", "C", "C", "C", "C", "C", "C", "C", "H", "H", "H", "H", "H", "H", "H", "N", "Re", "C", "H", "H", "C", "H", "H", "P", "P", "C", "H", "H", "H", "C", "H", "H", "H", "C", "H", "H", "H", "C", "H", "H", "H", "C", "O", "H", "C", "Si", "C", "C", "C", "C", "H", "H", "H", "H", "H", "H", "H", "H", "H"],
  "xyz": [[4.96911, -0.68374, 1.13382], [3.94310, -0.33402, 0.23527], [3.22540, -1.38010, -0.34245], [3.37940, -2.70090, 0.06526], [4.39964, -3.05252, 0.96356], [5.18953, -2.04016, 1.50393], [2.19572, -3.57272, -0.24552], [1.89230, -3.46553, -1.71021], [1.71105, -2.15844, -2.15529], [1.08548, -1.85486, -3.36298], [0.68856, -2.90852, -4.17290], [0.85995, -4.24373, -3.76145], [1.46391, -4.53110, -2.52715], [5.55985, 0.11517, 1.60342], [4.56582, -4.09008, 1.23746], [5.99764, -2.26558, 2.22135], [2.25741, -4.57840, 0.14422], [0.19678, -2.69575, -5.11035], [0.51657, -5.05775, -4.40467], [1.61326, -5.56588, -2.19705], [2.20213, -1.09228, -1.29325], [0.50298, -0.53823, -0.33652], [3.49887, 1.05629, 0.00681], [3.50271, 1.32472, -1.05992], [4.10281, 1.77601, 0.57273], [0.75318, -0.42112, -3.62835], [1.65760, 0.22512, -3.69951], [0.17030, -0.31740, -4.55321], [1.71749, 1.22000, 0.58911], [-0.28903, 0.26385, -2.22592], [-1.95005, -0.24019, -2.76372], [-2.67667, 0.23501, -2.09010], [-2.10889, 0.12605, -3.78732], [-2.07777, -1.33239, -2.73122], [-0.28439, 2.02969, -2.60267], [-0.78257, 2.17546, -3.56973], [-0.85141, 2.55587, -1.82403], [0.74223, 2.41389, -2.65624], [1.89657, 1.18102, 2.39845], [2.63831, 1.92171, 2.72233], [0.91969, 1.40683, 2.83843], [2.19677, 0.18144, 2.72863], [1.37189, 2.96210, 0.26923], [0.34857, 3.17068, 0.59714], [2.07669, 3.58270, 0.83591], [1.45587, 3.19165, -0.79650], [-0.79258, -2.03868, -0.38972], [-1.60737, -2.81798, -0.54882], [1.32770, -3.20711, 0.23454], [-2.92453, 3.06458, 3.37721], [-3.32822, 1.70910, 2.12365], [-4.11267, 0.24120, 3.06570], [-4.61797, 2.38773, 0.95490], [-1.80947, 1.13526, 1.22442], [-0.87756, 0.51311, 0.67032], [-3.83884, 3.44945, 3.84267], [-2.41802, 3.90435, 2.89041], [-2.27512, 2.68915, 4.17382], [-5.01281, 0.55686, 3.57283], [-4.35360, -0.53554, 2.35802], [-3.40902, -0.14018, 3.78851], [-4.19802, 3.18308, 0.30947], [-5.02222, 1.59766, 0.29319], [-5.47560, 2.82661, 1.50337]],
  "forces_ev_per_angstrom": [[-0.67, 0.04, -0.08], [1.40, 0.03, 1.33], [-1.88, 0.05, -1.57], [0.37, -1.37, 1.71], [-0.58, 0.28, -0.63], [0.54, 0.81, -0.31], [1.83, -1.05, -1.31], [-1.05, -1.70, -0.45], [1.54, 1.04, 1.55], [-0.39, 0.19, -0.49], [-0.10, -0.11, 0.43], [0.40, 0.12, 0.13], [0.28, 0.58, 0.33], [-0.26, -0.45, -0.26], [-0.21, 0.16, 0.09], [-0.58, 0.07, -0.47], [0.47, -0.40, -0.23], [-0.02, 0.00, -0.10], [0.15, 0.30, 0.22], [-0.21, 0.47, -0.11], [1.55, -1.94, -0.85], [-0.57, -0.36, 3.28], [-0.39, 0.76, -0.05], [0.07, 0.00, 0.26], [-0.02, -0.15, -0.24], [0.28, 0.59, 0.02], [-0.50, -0.47, 0.00], [0.19, 0.06, 0.22], [2.34, 2.16, 0.23], [-1.04, 0.49, -3.48], [-0.17, 0.05, 0.31], [0.04, -0.21, -0.20], [-0.01, -0.12, 0.29], [0.05, 0.39, -0.03], [-0.01, 0.21, 0.29], [0.16, -0.01, 0.20], [0.17, 0.01, -0.21], [-0.31, -0.06, 0.00], [-0.30, -0.37, 0.02], [-0.17, -0.18, -0.14], [0.18, 0.00, 0.00], [0.03, 0.15, 0.05], [-0.25, 0.18, -0.07], [0.16, 0.08, -0.03], [-0.17, -0.12, -0.12], [0.05, -0.01, 0.25], [-1.79, -0.98, -1.23], [0.74, 0.38, 0.62], [-0.98, 0.77, 0.91], [0.45, -0.25, -0.38], [-1.72, 0.43, 1.62], [0.99, 0.74, -0.86], [0.00, 0.08, -0.85], [1.13, -0.87, -0.63], [-1.37, 0.31, 0.41], [0.08, -0.18, -0.16], [-0.05, -0.01, 0.12], [-0.05, 0.08, -0.04], [-0.24, 0.19, 0.10], [-0.19, -0.43, -0.16], [0.17, -0.26, 0.34], [-0.25, -0.29, 0.25], [0.16, 0.36, 0.26], [0.56, -0.29, -0.10]]
}